1.
A molecular structure, C7H14O3 in a non-equilibrium geometry, computed with ωB97M-V/def2-TZVPD.

The value obtained for the calculated total energy is -13621.9557 eV. The multiplicity is 1. As for the largest force on an atom: 9.28 eV Å⁻¹. As for the charge: 0. The orbital gap (spin up / spin down) is 6.77 / 7.03 eV. The molecular weight is 146.19 Da. For the relative energy (zero: lowest compared OMol25 entry of this formula, charge and spin), the calculation gives 697.3 kJ/mol. The LUMO energy (spin up / spin down) is -1.32 / -1.27 eV.

Atoms and positions in Å:
C -0.28 -1.99 1.39
C 0.50 -0.70 1.23
C 0.50 -0.13 -0.19
C -0.83 0.42 -0.69
C -1.63 1.21 0.32
C -1.27 2.66 0.47
O -2.56 0.71 0.93
C 1.75 0.46 -0.75
O 1.77 1.33 0.18
H -1.34 -1.87 1.13
H -0.23 -2.34 2.43
H 0.13 -2.78 0.74
H 1.55 -0.87 1.52
H 0.10 0.06 1.92
H -1.45 -0.41 -1.06
H -0.66 1.07 -1.56
H -0.23 2.77 0.80
H -1.95 3.13 1.20
H -1.40 3.18 -0.49
H 2.10 -1.04 -1.77
H 1.74 0.87 -1.78
O 1.63 -2.18 -2.03
H 0.68 -1.34 -1.01
H 1.38 -2.22 -2.95

---

2.
C4H7NO2 in the gas phase, computed with ωB97M-V/def2-TZVPD.

The value obtained for the calculated total energy is -9842.9766 eV. The multiplicity is 1. As for the largest force on an atom: 0.46 eV Å⁻¹. As for the charge: 0. The orbital gap is 9.56 eV. The molecular weight is 101.10 Da. For the relative energy (zero: lowest compared OMol25 entry of this formula, charge and spin), the calculation gives 415.2 kJ/mol. The LUMO energy is 0.59 eV.

Atoms and positions in Å:
O 2.30 -0.36 0.28
C 1.39 0.12 -0.67
C -0.04 0.07 -0.16
C -0.47 -1.04 0.74
N -0.19 0.27 1.28
C -1.00 0.52 -1.18
O -2.12 0.93 -0.61
H 2.03 0.05 1.11
H 1.61 1.16 -0.98
H 1.47 -0.50 -1.57
H 0.26 -1.81 0.96
H -1.51 -1.37 0.68
H -1.05 0.77 1.47
H -2.68 1.18 -1.35

---

3.
A molecular structure, C20H46CoOP4Se in a non-equilibrium geometry, computed with ωB97M-V/def2-TZVPD.

The value obtained for the calculated total energy is -163634.2594 eV. The multiplicity is 5. As for the largest force on an atom: 6.15 eV Å⁻¹. The expectation value of S² is 6.038. As for the charge: +3. The orbital gap (spin up / spin down) is 6.45 / 4.03 eV. The molecular weight is 564.38 Da. For the relative energy (zero: lowest compared OMol25 entry of this formula, charge and spin), the calculation gives 66.2 kJ/mol. The LUMO energy (spin up / spin down) is -10.31 / -12.73 eV.

Atoms and positions in Å:
Co -0.04 0.37 -1.02
P 0.18 1.92 0.39
P -2.01 -0.16 -0.96
P 1.73 -0.68 -1.07
H -1.62 -3.34 -5.61
C -0.95 -3.97 -5.00
C -0.56 -3.62 -3.76
H -0.95 -2.67 -3.33
C 0.40 3.63 -0.27
C -1.10 2.24 1.66
C 1.60 1.86 1.55
C -2.73 -1.21 -2.29
C -2.65 -1.05 0.53
C -3.01 1.36 -1.14
C 2.02 -2.06 -2.25
C 2.18 -1.46 0.54
C 3.14 0.45 -1.47
H -0.73 -4.98 -5.40
H 0.09 -4.31 -3.20
H 0.55 4.37 0.53
H -0.51 3.89 -0.83
H 1.27 3.63 -0.94
H -0.88 3.19 2.16
H -1.05 1.42 2.39
H -2.10 2.30 1.23
H 1.66 2.82 2.07
H 2.54 1.67 1.03
H 1.39 1.06 2.27
H -3.83 -1.10 -2.34
H -2.51 -2.27 -2.13
H -2.31 -0.92 -3.26
H -3.75 -1.13 0.50
H -2.35 -0.56 1.47
H -2.22 -2.06 0.59
H -4.06 1.10 -1.30
H -2.66 1.94 -2.00
H -2.97 2.01 -0.28
H 3.00 -2.53 -2.09
H 1.96 -1.69 -3.28
H 1.24 -2.82 -2.12
H 2.62 -2.46 0.35
H 1.29 -1.58 1.18
H 2.92 -0.87 1.11
H 3.99 -0.16 -1.82
H 3.44 1.04 -0.59
H 2.82 1.12 -2.27
C 0.39 1.77 -5.00
C 0.12 0.39 -4.87
C 0.34 -0.46 -5.95
C 0.84 0.03 -7.15
C 1.12 1.39 -7.29
C 0.89 2.26 -6.24
Se 0.13 2.92 -3.52
H 0.16 1.77 -2.39
H -0.24 -0.04 -3.93
H 0.09 -1.51 -5.84
H 0.98 -0.64 -7.98
H 1.51 1.77 -8.24
H 1.10 3.32 -6.38
C 0.21 -3.34 2.99
P -0.61 -2.01 3.97
C -2.21 -2.68 4.53
C 0.27 -1.75 5.56
O -0.72 -0.71 3.22
H 0.01 -4.30 3.47
H 1.30 -3.19 2.93
H -0.18 -3.35 1.97
H -2.08 -3.25 5.46
H -2.86 -1.81 4.71
H -2.68 -3.32 3.77
H 1.35 -1.82 5.43
H 0.00 -0.72 5.85
H -0.08 -2.45 6.33

---

4.
A molecular structure, C3H6NO in a non-equilibrium geometry, computed with ωB97M-V/def2-TZVPD.

The value obtained for the calculated total energy is -6735.4930 eV. The multiplicity is 1. As for the largest force on an atom: 4.56 eV Å⁻¹. As for the charge: +1. The orbital gap is 12.28 eV. The molecular weight is 72.09 Da. For the relative energy (zero: lowest compared OMol25 entry of this formula, charge and spin), the calculation gives 239.7 kJ/mol. The LUMO energy is -3.64 eV.

Atoms and positions in Å:
C -1.13 -0.70 -0.17
C 0.19 -0.37 0.50
C -0.31 1.01 0.45
N 0.89 0.52 -0.45
O -1.45 0.75 -0.13
H -1.11 -1.03 -1.13
H -1.87 -1.41 0.44
H 0.66 -0.83 1.24
H -0.18 1.87 1.16
H 1.89 0.81 -0.26
H 0.79 0.57 -1.53

---

5.
A gas-phase ion, CH6N3O (charge +1) in a non-equilibrium geometry, computed with ωB97M-V/def2-TZVPD.

The value obtained for the calculated total energy is -7640.4506 eV. The multiplicity is 1. As for the largest force on an atom: 3.83 eV Å⁻¹. The SMILES is [H]/N=[N+](/N)OC. As for the charge: +1. The orbital gap is 11.33 eV. The molecular weight is 76.08 Da. For the relative energy (zero: lowest compared OMol25 entry of this formula, charge and spin), the calculation gives 399.0 kJ/mol. The LUMO energy is -5.37 eV.

Atoms and positions in Å:
H 0.01 -1.80 -0.42
N -0.86 -1.29 -0.10
N -0.77 -0.08 0.05
N -1.84 0.71 0.00
O 0.34 0.75 0.14
C 1.61 0.12 0.07
H -2.63 0.02 0.02
H -1.95 1.64 0.38
H 1.82 -0.02 -1.02
H 1.85 -0.77 0.60
H 2.43 0.74 0.28

---

6.
A molecular structure, C23H32AsN4OPScSe2Te2 in a non-equilibrium geometry, computed with ωB97M-V/def2-TZVPD.

The value obtained for the calculated total energy is -268486.5664 eV. The multiplicity is 1. As for the largest force on an atom: 3.90 eV Å⁻¹. As for the charge: -1. The orbital gap is 5.61 eV. The molecular weight is 944.51 Da. For the relative energy (zero: lowest compared OMol25 entry of this formula, charge and spin), the calculation gives 137.3 kJ/mol. The LUMO energy is 1.90 eV.

Atoms and positions in Å:
Sc 0.55 -0.19 -1.29
Se 1.79 2.30 -1.89
Te 1.45 2.00 -4.29
Te -1.48 1.81 -4.38
Se -2.10 0.08 -2.77
C 2.99 2.18 1.77
C 4.09 1.31 1.83
C 3.99 0.02 1.30
C 2.73 -0.42 0.84
N 1.72 0.48 0.66
C 1.84 1.72 1.14
C 2.51 -1.81 0.38
C 3.60 -2.70 0.48
C 3.61 -3.82 -0.35
C 2.48 -4.18 -1.07
C 1.39 -3.31 -1.10
C 1.43 -2.08 -0.48
H 2.99 3.18 2.13
H 5.01 1.61 2.33
H 4.87 -0.60 1.14
H 0.99 2.36 0.93
H 4.43 -2.52 1.17
H 4.55 -4.41 -0.39
H 2.48 -5.09 -1.67
H 0.53 -3.63 -1.67
O 1.04 -1.16 -2.99
N 1.57 -1.75 -4.08
C 2.91 -1.84 -3.95
C 3.67 -1.02 -3.07
N 3.99 -0.32 -2.18
C 3.54 -2.77 -4.81
N 3.95 -3.67 -5.45
C -2.06 1.96 3.19
C -1.91 2.92 2.02
P -1.88 2.08 0.36
C -1.70 3.51 -0.79
C -1.96 4.93 -0.28
C -3.68 1.70 0.18
C -4.69 2.85 0.04
H -2.55 2.47 4.04
H -1.08 1.62 3.56
H -2.61 1.05 2.95
H -0.97 3.49 2.15
H -2.71 3.65 2.01
H -2.29 3.26 -1.68
H -0.65 3.47 -1.12
H -2.91 5.05 0.28
H -2.06 5.57 -1.15
H -1.15 5.31 0.35
H -3.97 1.06 1.03
H -3.75 1.05 -0.74
H -4.76 3.50 0.92
H -5.69 2.40 -0.13
H -4.52 3.46 -0.84
C -0.77 -4.38 0.80
As -1.04 -2.44 0.35
C -0.62 -1.82 2.18
C -3.03 -2.54 0.48
H -1.52 -4.69 1.54
H 0.24 -4.58 1.15
H -0.99 -4.92 -0.13
H -1.51 -2.00 2.82
H -0.41 -0.76 2.15
H 0.24 -2.34 2.60
H -3.33 -2.66 1.52
H -3.39 -3.40 -0.11
H -3.44 -1.60 0.07

---

7.
A molecular structure, C23H37O2Os in a non-equilibrium geometry, computed with ωB97M-V/def2-TZVPD.

The value obtained for the calculated total energy is -30998.3543 eV. The multiplicity is 5. As for the largest force on an atom: 3.45 eV Å⁻¹. The expectation value of S² is 6.014. As for the charge: +1. The orbital gap (spin up / spin down) is 5.99 / 5.35 eV. The molecular weight is 535.78 Da. For the relative energy (zero: lowest compared OMol25 entry of this formula, charge and spin), the calculation gives 64.6 kJ/mol. The LUMO energy (spin up / spin down) is -2.34 / -6.00 eV.

Atoms and positions in Å:
O -0.22 0.38 -1.67
C 0.87 1.12 -2.33
C -0.09 2.23 -2.80
H 1.36 0.48 -3.07
H 1.59 1.49 -1.59
C -1.13 1.47 -1.92
H -0.26 2.33 -3.88
H 0.14 3.21 -2.37
C -2.50 1.04 -2.41
H -2.47 0.15 -3.04
H -2.99 1.88 -2.94
H -3.10 0.82 -1.51
C -1.34 2.33 -0.68
H -0.39 2.68 -0.23
H -1.85 1.73 0.09
H -1.95 3.22 -0.92
Os -0.61 1.54 3.19
C 0.51 3.03 4.31
C 1.22 1.80 4.31
C 1.54 1.47 2.96
H 1.43 1.19 5.19
C 1.03 2.51 2.13
C 0.38 3.46 2.96
H -0.15 4.35 2.62
H 0.09 3.51 5.17
H 2.04 0.57 2.64
H 1.09 2.54 1.05
C -1.91 0.28 4.37
C -2.70 1.28 3.75
C -2.57 1.14 2.35
H -3.24 2.06 4.27
C -1.69 0.05 2.10
C -1.29 -0.48 3.35
H -0.58 -1.28 3.49
H -1.78 0.13 5.43
H -3.01 1.79 1.60
H -1.31 -0.27 1.13
O -0.10 -0.60 -4.26
C -0.40 0.09 -5.49
C 0.16 -0.66 -6.71
H 0.02 1.10 -5.43
H -1.49 0.22 -5.53
C 1.09 -1.74 -6.10
H 0.72 0.00 -7.39
H -0.64 -1.12 -7.29
C 0.77 -1.73 -4.59
H 2.13 -1.44 -6.27
H 0.95 -2.72 -6.57
H 1.70 -1.62 -4.01
H 0.27 -2.65 -4.24
C 2.88 -3.81 3.12
C 1.54 -3.48 2.45
C 0.35 -4.02 3.25
C 1.48 -2.03 2.25
H 2.99 -3.25 4.05
H 3.71 -3.54 2.46
H 2.97 -4.87 3.34
H 1.49 -3.86 1.41
H 0.32 -3.57 4.25
H -0.59 -3.80 2.73
H 0.41 -5.10 3.37
H 0.85 -1.63 1.45
H 2.29 -1.41 2.64

---

- What is the molecular weight in the seventh record?
  535.78 Da

---

- What is the relative energy (zero: lowest compared OMol25 entry of this formula, charge and spin) in the third record?
  66.2 kJ/mol

---

- What is the formula in the first record?
  C7H14O3